1.
One molecule with the formula C19H20N6OS, computed with ωB97M-V/def2-TZVPD.

Computed properties:
HOMO level, eV: -8.24
Energy relative to the best compared isomer or geometry (same formula, charge and spin), eV: 0.000
SMILES: CCc1ccc(N/C(N)=N\c2nc(CSc3ccccn3)cc(=O)[nH]2)cc1
Frontier orbital gap, eV: 8.79

Each line ends with the Mulliken charge.
CARTESIAN COORDINATES (ANGSTROEM)
1 C -2.03286 -1.52332 4.32152  -1.0465
2 C 3.19069 3.02513 -3.93990  0.2044
3 H -3.11878 0.39819 2.74201  0.3868
4 H 0.51593 -1.72560 3.41946  0.3940
5 N 1.76053 1.39826 -2.12132  -0.3187
6 C 2.08579 -0.59346 -3.40922  -0.6659
7 C -1.48411 0.92575 1.47992  -0.2274
8 H -1.31055 -1.71981 5.11655  0.3522
9 N 0.49369 1.41265 0.13846  0.2032
10 N -0.07927 3.53859 0.90386  -0.3887
11 H -2.04974 1.65554 0.92002  0.5306
12 H 0.97449 -2.85746 0.42031  0.4942
13 H -2.32586 -1.19959 -2.75118  0.4060
14 H 1.02328 0.92557 -0.60329  0.4522
15 N 1.22380 3.36192 -0.94058  -0.6008
16 C -2.07841 -2.15567 -0.83460  -0.4815
17 C -1.14089 -2.63931 0.07096  -0.2601
18 H -1.44474 -3.10771 0.99191  0.4094
19 H -2.85430 -0.94120 4.74348  0.3797
20 C 0.55901 -0.27903 1.85382  -0.7713
21 H 0.14009 4.51818 0.85778  0.2855
22 C 3.04189 1.60511 -4.12486  -0.7209
23 C -0.26573 -1.49584 -2.22698  0.5214
24 H 2.53039 4.48630 -2.62501  0.2534
25 C -1.64251 -1.57898 -2.00873  -0.6954
26 H -0.36049 3.14816 1.78741  0.2326
27 C 2.34050 0.86608 -3.22382  0.5166
28 N 2.51386 3.49086 -2.80909  -0.0528
29 H -3.13510 -2.23562 -0.62522  0.4204
30 H -1.76799 -3.47389 3.42128  0.2605
31 C 0.19814 -2.49681 -0.24148  -0.5458
32 C 1.82467 2.69971 -1.94699  0.0141
33 S 0.30038 -0.82852 -3.75009  -0.2448
34 C -2.57791 -2.85454 3.80061  -1.0721
35 H 2.63589 -0.99755 -4.25557  0.5074
36 C 0.55870 2.74828 0.00763  0.5025
37 H 1.59086 -0.46351 1.59582  0.4952
38 C -1.37380 -0.74291 3.22030  0.8332
39 H 2.26800 -1.16664 -2.49928  0.2992
40 H 3.49129 1.16409 -4.99867  0.4165
41 H -3.29048 -2.68313 2.99655  0.2858
42 H -3.07979 -3.39671 4.59845  0.4281
43 C -0.15046 0.69455 1.15650  -0.3510
44 C -0.04892 -0.98296 2.87447  -0.4331
45 N 0.62971 -1.93258 -1.35681  -0.2991
46 C -2.08265 0.20974 2.49992  -0.6249
47 O 3.80374 3.79968 -4.64633  -0.6840

=====

2.
C19H21BN2O4SSn as an isolated structure, computed with ωB97M-V/def2-TZVPD.

Computed properties:
HOMO level (alpha / beta), eV: -13.93 / -13.94
Energy relative to the best compared isomer or geometry (same formula, charge and spin), eV: 1.324
Charge: +2
Frontier orbital gap (alpha / beta), eV: 5.56 / 4.65

Each line ends with the Mulliken charge.
CARTESIAN COORDINATES (ANGSTROEM)
1 H 6.41093 3.95348 -0.13916  0.4291
2 H -2.49461 -5.30408 0.19383  0.3824
3 H 2.21091 5.47960 -0.47725  0.2300
4 C -6.23041 -0.58271 -0.13688  -0.6281
5 H 3.43358 -4.41452 0.40563  0.3724
6 C -0.30368 3.76193 0.39523  -0.4611
7 O -2.70585 1.48799 0.27027  -0.3840
8 C 1.81739 -3.73340 -0.80329  -0.5089
9 C -0.80464 -3.96291 0.29434  -0.3393
10 N 1.54007 4.77706 -0.17197  -0.0548
11 H -1.56580 -5.21844 -1.24426  0.3851
12 C 0.20278 4.96321 -0.00329  -0.5162
13 C -5.20196 1.61103 0.10793  -0.9399
14 C 5.77276 1.88907 -0.10291  -0.5868
15 H 2.49138 -3.07752 1.06455  0.2379
16 Sn 0.54102 0.43450 0.88559  1.1084
17 C -3.89708 -0.43136 0.02953  0.9144
18 H -1.18298 -3.26351 1.00855  0.2923
19 H 4.15312 4.86659 0.10065  0.3931
20 H -7.14527 -1.17233 -0.24594  0.3941
21 H -2.65794 -3.86489 -0.81220  0.2612
22 C -4.99789 -1.23576 -0.10252  -0.8245
23 C 3.38510 1.52794 0.02406  0.6617
24 B -1.88234 0.39466 0.25256  0.4610
25 H 1.84332 -4.77324 1.03759  0.3995
26 H -0.28251 5.91978 -0.19113  0.4132
27 O 2.40746 0.66418 -0.09731  -0.6441
28 C 3.16410 2.94027 0.06276  0.5350
29 C -1.94303 -4.61418 -0.45701  -1.1644
30 O 0.32873 -1.58900 -0.08873  -0.3202
31 S 0.17039 -2.91943 -0.85335  0.1867
32 C 2.41720 -4.00888 0.55089  -1.1414
33 H -4.91991 -2.33040 -0.16626  0.3985
34 H -1.32948 3.48845 0.59615  0.5438
35 C -4.00094 0.96046 0.12645  0.6737
36 H -5.27775 2.70686 0.19065  0.4332
37 N 0.70258 2.83805 0.46115  -0.0260
38 H 2.47558 -3.05125 -1.30255  0.4163
39 C 4.28321 3.78262 0.02811  -0.7811
40 C 1.83932 3.48154 0.11915  0.3806
41 C -6.32652 0.79751 -0.02751  -0.4809
42 O -2.54699 -0.78857 0.11796  -0.1995
43 H 4.83812 -0.05407 -0.02229  0.4604
44 H 6.79533 1.49819 -0.18855  0.4016
45 H 1.67828 -4.67507 -1.29539  0.4534
46 H -0.14920 -4.72743 0.72188  0.3521
47 H -7.31975 1.26366 -0.03465  0.3900
48 C 4.70507 1.03443 -0.00417  -0.3548
49 C 5.55874 3.26986 -0.07688  -0.6049

=====

Copy entry 2 word for word.
C19H21BN2O4SSn as an isolated structure, computed with ωB97M-V/def2-TZVPD.

Computed properties:
HOMO level (alpha / beta), eV: -13.93 / -13.94
Energy relative to the best compared isomer or geometry (same formula, charge and spin), eV: 1.324
Charge: +2
Frontier orbital gap (alpha / beta), eV: 5.56 / 4.65

Each line ends with the Mulliken charge.
CARTESIAN COORDINATES (ANGSTROEM)
1 H 6.41093 3.95348 -0.13916  0.4291
2 H -2.49461 -5.30408 0.19383  0.3824
3 H 2.21091 5.47960 -0.47725  0.2300
4 C -6.23041 -0.58271 -0.13688  -0.6281
5 H 3.43358 -4.41452 0.40563  0.3724
6 C -0.30368 3.76193 0.39523  -0.4611
7 O -2.70585 1.48799 0.27027  -0.3840
8 C 1.81739 -3.73340 -0.80329  -0.5089
9 C -0.80464 -3.96291 0.29434  -0.3393
10 N 1.54007 4.77706 -0.17197  -0.0548
11 H -1.56580 -5.21844 -1.24426  0.3851
12 C 0.20278 4.96321 -0.00329  -0.5162
13 C -5.20196 1.61103 0.10793  -0.9399
14 C 5.77276 1.88907 -0.10291  -0.5868
15 H 2.49138 -3.07752 1.06455  0.2379
16 Sn 0.54102 0.43450 0.88559  1.1084
17 C -3.89708 -0.43136 0.02953  0.9144
18 H -1.18298 -3.26351 1.00855  0.2923
19 H 4.15312 4.86659 0.10065  0.3931
20 H -7.14527 -1.17233 -0.24594  0.3941
21 H -2.65794 -3.86489 -0.81220  0.2612
22 C -4.99789 -1.23576 -0.10252  -0.8245
23 C 3.38510 1.52794 0.02406  0.6617
24 B -1.88234 0.39466 0.25256  0.4610
25 H 1.84332 -4.77324 1.03759  0.3995
26 H -0.28251 5.91978 -0.19113  0.4132
27 O 2.40746 0.66418 -0.09731  -0.6441
28 C 3.16410 2.94027 0.06276  0.5350
29 C -1.94303 -4.61418 -0.45701  -1.1644
30 O 0.32873 -1.58900 -0.08873  -0.3202
31 S 0.17039 -2.91943 -0.85335  0.1867
32 C 2.41720 -4.00888 0.55089  -1.1414
33 H -4.91991 -2.33040 -0.16626  0.3985
34 H -1.32948 3.48845 0.59615  0.5438
35 C -4.00094 0.96046 0.12645  0.6737
36 H -5.27775 2.70686 0.19065  0.4332
37 N 0.70258 2.83805 0.46115  -0.0260
38 H 2.47558 -3.05125 -1.30255  0.4163
39 C 4.28321 3.78262 0.02811  -0.7811
40 C 1.83932 3.48154 0.11915  0.3806
41 C -6.32652 0.79751 -0.02751  -0.4809
42 O -2.54699 -0.78857 0.11796  -0.1995
43 H 4.83812 -0.05407 -0.02229  0.4604
44 H 6.79533 1.49819 -0.18855  0.4016
45 H 1.67828 -4.67507 -1.29539  0.4534
46 H -0.14920 -4.72743 0.72188  0.3521
47 H -7.31975 1.26366 -0.03465  0.3900
48 C 4.70507 1.03443 -0.00417  -0.3548
49 C 5.55874 3.26986 -0.07688  -0.6049

=====

Question: What is the formula in the first record?
Answer: C19H20N6OS

=====

Please write out number 2 again, unchanged.
C19H21BN2O4SSn as an isolated structure, computed with ωB97M-V/def2-TZVPD.

Computed properties:
HOMO level (alpha / beta), eV: -13.93 / -13.94
Energy relative to the best compared isomer or geometry (same formula, charge and spin), eV: 1.324
Charge: +2
Frontier orbital gap (alpha / beta), eV: 5.56 / 4.65

Each line ends with the Mulliken charge.
CARTESIAN COORDINATES (ANGSTROEM)
1 H 6.41093 3.95348 -0.13916  0.4291
2 H -2.49461 -5.30408 0.19383  0.3824
3 H 2.21091 5.47960 -0.47725  0.2300
4 C -6.23041 -0.58271 -0.13688  -0.6281
5 H 3.43358 -4.41452 0.40563  0.3724
6 C -0.30368 3.76193 0.39523  -0.4611
7 O -2.70585 1.48799 0.27027  -0.3840
8 C 1.81739 -3.73340 -0.80329  -0.5089
9 C -0.80464 -3.96291 0.29434  -0.3393
10 N 1.54007 4.77706 -0.17197  -0.0548
11 H -1.56580 -5.21844 -1.24426  0.3851
12 C 0.20278 4.96321 -0.00329  -0.5162
13 C -5.20196 1.61103 0.10793  -0.9399
14 C 5.77276 1.88907 -0.10291  -0.5868
15 H 2.49138 -3.07752 1.06455  0.2379
16 Sn 0.54102 0.43450 0.88559  1.1084
17 C -3.89708 -0.43136 0.02953  0.9144
18 H -1.18298 -3.26351 1.00855  0.2923
19 H 4.15312 4.86659 0.10065  0.3931
20 H -7.14527 -1.17233 -0.24594  0.3941
21 H -2.65794 -3.86489 -0.81220  0.2612
22 C -4.99789 -1.23576 -0.10252  -0.8245
23 C 3.38510 1.52794 0.02406  0.6617
24 B -1.88234 0.39466 0.25256  0.4610
25 H 1.84332 -4.77324 1.03759  0.3995
26 H -0.28251 5.91978 -0.19113  0.4132
27 O 2.40746 0.66418 -0.09731  -0.6441
28 C 3.16410 2.94027 0.06276  0.5350
29 C -1.94303 -4.61418 -0.45701  -1.1644
30 O 0.32873 -1.58900 -0.08873  -0.3202
31 S 0.17039 -2.91943 -0.85335  0.1867
32 C 2.41720 -4.00888 0.55089  -1.1414
33 H -4.91991 -2.33040 -0.16626  0.3985
34 H -1.32948 3.48845 0.59615  0.5438
35 C -4.00094 0.96046 0.12645  0.6737
36 H -5.27775 2.70686 0.19065  0.4332
37 N 0.70258 2.83805 0.46115  -0.0260
38 H 2.47558 -3.05125 -1.30255  0.4163
39 C 4.28321 3.78262 0.02811  -0.7811
40 C 1.83932 3.48154 0.11915  0.3806
41 C -6.32652 0.79751 -0.02751  -0.4809
42 O -2.54699 -0.78857 0.11796  -0.1995
43 H 4.83812 -0.05407 -0.02229  0.4604
44 H 6.79533 1.49819 -0.18855  0.4016
45 H 1.67828 -4.67507 -1.29539  0.4534
46 H -0.14920 -4.72743 0.72188  0.3521
47 H -7.31975 1.26366 -0.03465  0.3900
48 C 4.70507 1.03443 -0.00417  -0.3548
49 C 5.55874 3.26986 -0.07688  -0.6049